Below is 5 unconnected molecules or ions with the total composition H10O5, with properties calculated with wB97M-V/def2-TZVPD.

Geometry as XYZ:
```
15
Properties=species:S:1:pos:R:3
O 1.378 -8.346 -11.865
H 1.799 -9.049 -11.341
H 1.070 -8.778 -12.666
O 2.492 -10.255 -10.116
H 2.626 -11.192 -10.286
H 2.870 -10.106 -9.237
O 4.132 -10.963 -7.962
H 4.227 -11.326 -7.076
H 4.951 -10.479 -8.121
O 2.491 -14.296 -11.302
H 3.153 -13.949 -10.697
H 2.984 -14.525 -12.095
O 5.070 -7.959 -10.059
H 4.537 -8.576 -10.575
H 4.595 -7.125 -10.123
```

## Properties
Relative energy (zero: lowest compared OMol25 entry of this formula, charge and spin) (kcal/mol): 20.8
E_tot (Ha): -382.1910
LUMO level (eV): 0.25
SMILES: O.O.O.O.O
Spin multiplicity: 1